# C18H14BrNO3

A single C18H14BrNO3 molecule (ωB97M-V with the def2-TZVPD basis set, the OMol25 dataset).

```
! RIJCOSX wB97M-V def2-TZVPD def2/J DEFGRID3
* xyz 0 1
C -1.1764 4.1719 -0.8250
C -1.6754 2.7747 -1.1519
C -2.6502 2.6444 -2.1407
C -3.1628 1.4011 -2.4946
C -2.6907 0.2815 -1.8242
C -1.7110 0.4000 -0.8437
C -1.1739 1.6426 -0.4965
C -0.0873 1.7889 0.5529
C 0.4904 0.4657 0.9823
C 0.1700 -0.1000 2.2117
C 0.6696 -1.3464 2.5722
C 1.4996 -2.0626 1.7177
C 1.9921 -3.4409 2.1040
C 0.8752 -4.4658 2.1155
O 0.7819 -5.3506 2.8714
Br -0.4743 -4.2498 0.6903
C 1.8224 -1.4843 0.5034
C 1.3332 -0.2446 0.1418
C 1.8668 0.0962 -1.2102
O 1.6817 1.0799 -1.8555
N 2.7036 -0.9866 -1.5845
C 2.6482 -2.0116 -0.6263
O 3.1788 -3.0718 -0.7356
H -0.7034 4.1917 0.1480
H -2.0323 4.8381 -0.8121
H -0.4881 4.4885 -1.6041
H -3.0021 3.5306 -2.6489
H -3.9085 1.2978 -3.2665
H -3.0820 -0.6979 -2.0542
H -1.3916 -0.5121 -0.3615
H -0.5180 2.2766 1.4269
H 0.7018 2.4306 0.1750
H -0.4893 0.4283 2.8828
H 0.3853 -1.7774 3.5221
H 2.7144 -3.7638 1.3598
H 2.4100 -3.4170 3.1027
H 2.4925 -1.2457 -2.5445
*
```

## Properties
HOMO-LUMO gap in eV: 8.41
SMILES: Cc1ccccc1Cc1ccc(CC(=O)Br)c2c1C(=O)NC2=O
LUMO in eV: -0.5918
E in eV: -96569.7108



# C5H9NO2

2 unconnected molecules or ions with the total composition C5H9NO2 (ωB97M-V with the def2-TZVPD basis set, the OMol25 dataset).

```
! RIJCOSX wB97M-V def2-TZVPD def2/J DEFGRID3
* xyz 0 1
C 2.3746 -0.0869 0.3749
C 1.0112 -0.7335 0.4104
O 0.4881 -0.8346 -0.8883
C -0.7731 -1.2988 -0.9917
O -1.3537 -1.9106 -0.1360
H 2.3002 0.9115 -0.0536
H 2.7711 -0.0138 1.3854
H 3.0708 -0.6701 -0.2287
H 0.1972 0.0336 0.9321
H 0.9991 -1.7082 0.9028
H -1.1007 -1.1930 -2.0384
C -1.2447 1.1748 0.9712
C -1.7606 1.1460 -0.2558
N -2.3512 1.4784 -1.2689
H -0.6814 2.0439 1.2795
H -1.7749 0.6528 1.7550
H -2.1720 1.0084 -2.1501
*
```

## Properties
HOMO-LUMO gap in eV: 9.59
SMILES: CCOC=O.C=C=N
LUMO in eV: 0.8570
E in eV: -10913.5503



# C2H4N2OS2

A molecular structure, C2H4N2OS2 (ωB97M-V with the def2-TZVPD basis set, the OMol25 dataset).

```
! RIJCOSX wB97M-V def2-TZVPD def2/J DEFGRID3
* xyz 0 1
C -1.4884 0.0562 0.0011
C 1.6025 -0.6428 -0.4504
H 0.0607 1.7111 -0.5423
H -1.6217 1.9454 0.2989
H 1.0089 -0.9567 1.5004
H 1.1452 -1.0785 -1.4970
N -0.9807 1.2487 0.1700
N 0.7182 -0.5829 0.5745
O -0.5865 -1.0561 0.3222
S -3.0680 -0.5202 -0.2417
S 3.2098 -0.1241 -0.1356
*
```

## Properties
HOMO-LUMO gap in eV: 8.21
LUMO in eV: -0.7670
E in eV: -28832.6106



# C18H14Br2N2O6Pb

A molecular structure, C18H14Br2N2O6Pb (ωB97M-V with the def2-TZVPD basis set, the OMol25 dataset).

```
! RIJCOSX wB97M-V def2-TZVPD def2/J DEFGRID3
* xyz -2 1
Pb -1.5504 3.9159 -0.9677
O -4.3399 0.4133 -2.2176
C -4.3366 -0.4580 -1.2138
C -5.3200 -1.4535 -1.1539
C -5.3342 -2.3657 -0.1200
C -4.3837 -2.3008 0.8845
C -3.4128 -1.3143 0.8408
C -3.3720 -0.3925 -0.1908
C -2.3050 0.6998 -0.2123
O -2.5440 1.6766 -1.0956
N -1.0172 -0.0128 -0.4992
N 0.1015 0.6270 -0.7120
C 1.2323 0.0348 -0.5208
C 2.4623 0.6336 -0.8781
Br 2.2897 2.3447 -1.7303
C 3.7224 0.1231 -0.8050
C 4.1684 -1.1245 -0.2430
C 5.2889 -1.7462 -0.8255
C 5.7325 -2.9775 -0.3985
C 5.0978 -3.6289 0.6496
C 4.0477 -2.9908 1.2947
C 3.5888 -1.7621 0.8657
H -3.6025 1.1061 -1.9293
H -6.0595 -1.4974 -1.9411
H -6.1104 -3.1191 -0.0772
H -4.4026 -3.0113 1.6993
H -2.6763 -1.2556 1.6330
H -2.1946 1.0944 0.8225
H -0.9547 -0.9295 -0.0414
H 1.2724 -0.9882 -0.1250
H 4.5015 0.6872 -1.3002
H 5.7903 -1.2511 -1.6478
H 6.5752 -3.4440 -0.8926
H 5.4275 -4.6110 0.9619
H 3.5809 -3.4722 2.1431
H 2.8007 -1.2675 1.4148
O 0.1355 3.9529 3.1040
C -0.2892 4.2000 1.9832
O -1.1903 3.5350 1.3745
C 0.3288 5.4445 1.2095
O 1.1923 6.0958 1.7841
O -0.1305 5.6542 0.0496
Br -3.8130 5.1368 -0.9779
*
```

## Properties
HOMO-LUMO gap in eV: 6.09
LUMO in eV: 3.9640
E in eV: -179494.2362